# 1
Formula: C13H11ClN4
Source: the Open Molecules 2025 dataset
Level of theory: ωB97M-V/def2-TZVPD

Summary:
Charge   0
Frontier orbital gap   0.3232 Eh
HOMO level   -0.3147 Eh
Energy relative to the best compared isomer or geometry (same formula, charge and spin)   32.7 kcal/mol

Element x y z (Å)
Cl (-4.359, -1.231, 2.517)
C (-2.815, -0.468, 2.180)
C (-1.672, -1.086, 2.588)
C (-0.486, -0.449, 2.306)
C (-0.381, 0.671, 1.547)
N (0.895, 1.048, 1.026)
N (1.193, 2.392, 0.714)
N (2.417, 2.402, 0.179)
C (2.816, 1.005, -0.104)
C (1.703, 0.121, 0.255)
C (0.881, -0.302, -1.082)
C (0.135, 0.540, -1.929)
C (-0.424, -0.009, -3.140)
N (-0.347, -1.280, -3.530)
C (0.366, -2.022, -2.699)
C (0.942, -1.580, -1.525)
C (-1.555, 1.339, 1.140)
C (-2.765, 0.694, 1.390)
H (-1.656, -1.968, 3.297)
H (0.387, -0.835, 2.628)
H (3.156, 0.893, -1.176)
H (3.682, 0.811, 0.447)
H (2.094, -0.824, 0.784)
H (-0.070, 1.583, -1.630)
H (-1.161, 0.534, -3.738)
H (0.548, -3.083, -2.864)
H (1.610, -2.205, -1.006)
H (-1.449, 2.221, 0.477)
H (-3.689, 1.088, 0.950)

Cartesian forces (eV/Å) of the 3 atoms listed first:
Cl 0.2591 0.2884 -0.1187
C -0.9909 0.0752 -0.9211
C 0.2632 -0.7031 1.9639


# 2
Formula: C13H11F3N2O3
Source: the Open Molecules 2025 dataset
Level of theory: ωB97M-V/def2-TZVPD

Summary:
Charge   0
Frontier orbital gap   0.3235 Eh
HOMO level   -0.3941 Eh
Energy relative to the best compared isomer or geometry (same formula, charge and spin)   49.8 kcal/mol

Element x y z (Å)
N (-3.349, -0.986, -1.694)
C (-3.222, -1.737, -0.837)
C (-3.005, -2.650, 0.269)
C (-2.357, -1.972, 1.507)
C (-2.048, -3.065, 2.428)
N (-1.829, -3.932, 3.148)
C (-1.076, -1.175, 1.170)
C (-0.880, 0.170, 1.882)
O (0.057, 0.954, 1.172)
C (-2.151, 1.008, 1.987)
F (-2.921, 0.896, 0.881)
F (-1.887, 2.313, 2.184)
F (-2.901, 0.579, 3.045)
H (-2.364, -3.466, -0.051)
H (-3.955, -3.084, 0.568)
H (-3.097, -1.367, 2.019)
H (-1.003, -0.991, 0.104)
H (-0.223, -1.782, 1.457)
H (-0.515, 0.017, 2.897)
H (0.857, 0.430, 0.985)
O (3.852, 3.038, -4.238)
C (3.533, 2.406, -3.256)
C (4.152, 1.088, -2.956)
C (3.803, 0.392, -1.878)
C (2.784, 0.908, -0.938)
O (2.465, 0.273, 0.051)
C (2.160, 2.219, -1.229)
C (2.509, 2.915, -2.307)
H (4.893, 0.736, -3.661)
H (4.238, -0.569, -1.637)
H (1.411, 2.560, -0.525)
H (2.069, 3.875, -2.547)

Cartesian forces (eV/Å) of the 3 atoms listed first:
N -0.0452 -0.0181 -0.0998
C 0.0412 0.2611 -0.1112
C 0.0545 0.0343 0.4032


# 3
Formula: C13H11F3N4O3
Source: the Open Molecules 2025 dataset
Level of theory: ωB97M-V/def2-TZVPD

Summary:
Charge   0
Frontier orbital gap   0.3404 Eh
HOMO level   -0.3249 Eh

Element x y z (Å)
C (-5.452, -2.502, -0.031)
C (-4.861, -1.144, -0.015)
C (-3.569, -0.699, -0.021)
C (-3.698, 0.713, 0.001)
C (-2.656, 1.735, 0.005)
N (-3.056, 3.015, 0.015)
N (-1.440, 1.315, -0.003)
O (-0.487, 2.370, -0.001)
C (0.816, 1.990, -0.001)
O (1.661, 2.842, -0.002)
N (0.992, 0.640, 0.000)
C (2.177, -0.080, 0.005)
C (2.100, -1.474, 0.028)
C (3.248, -2.241, 0.035)
C (4.495, -1.638, 0.019)
C (4.568, -0.253, -0.007)
C (5.900, 0.442, -0.011)
F (6.001, 1.357, -0.989)
F (6.934, -0.399, -0.176)
F (6.135, 1.097, 1.141)
C (3.426, 0.535, -0.012)
N (-4.968, 1.053, 0.020)
O (-5.686, -0.084, 0.010)
H (-4.664, -3.249, -0.040)
H (-6.079, -2.647, 0.848)
H (-6.080, -2.626, -0.912)
H (-2.665, -1.267, -0.040)
H (-2.366, 3.746, 0.021)
H (-4.038, 3.222, 0.025)
H (0.118, 0.122, 0.004)
H (1.131, -1.951, 0.040)
H (3.174, -3.317, 0.053)
H (5.394, -2.232, 0.024)
H (3.498, 1.610, -0.032)

Cartesian forces (eV/Å) of the 3 atoms listed first:
C -0.2022 0.2177 0.0022
C 1.0448 0.1035 -0.0065
C -0.6642 -0.0134 0.0070


# 4
Formula: C13H11N2
Source: the Open Molecules 2025 dataset
Level of theory: ωB97M-V/def2-TZVPD

Summary:
Charge   +1
Frontier orbital gap   0.2462 Eh
HOMO level   -0.4479 Eh
Energy relative to the best compared isomer or geometry (same formula, charge and spin)   192.5 kcal/mol

Element x y z (Å)
H (-0.932, 2.924, 0.419)
N (-0.424, 2.029, 0.364)
C (-0.948, 0.871, 0.206)
N (0.088, -0.082, 0.297)
C (1.104, -0.464, -0.172)
C (2.062, -1.319, -0.656)
C (3.435, -1.405, -0.515)
C (4.221, -0.719, 0.486)
C (4.073, 0.622, 0.807)
C (3.289, 1.624, 0.151)
C (2.351, 2.304, -0.206)
C (-2.258, 0.171, 0.069)
C (-2.321, -1.179, -0.141)
C (-3.715, -1.606, -0.314)
C (-4.498, -0.518, -0.143)
C (-3.659, 0.696, 0.175)
H (1.495, -2.010, -1.373)
H (3.972, -2.264, -0.960)
H (4.872, -1.428, 0.993)
H (4.571, 0.957, 1.680)
H (1.821, 3.115, -0.623)
H (-1.420, -1.858, -0.055)
H (-3.963, -2.694, -0.628)
H (-5.521, -0.385, -0.116)
H (-3.973, 1.306, 1.024)
H (-3.721, 1.312, -0.770)

Cartesian forces (eV/Å) of the 3 atoms listed first:
H -0.5292 -1.0958 -0.2410
N -1.0508 -0.3601 -0.1314
C -0.8837 1.8926 1.0805


# 5
Formula: C13H11NO4
Source: the Open Molecules 2025 dataset
Level of theory: ωB97M-V/def2-TZVPD

Summary:
Charge   0
Frontier orbital gap   0.3167 Eh
HOMO level   -0.3041 Eh
Energy relative to the best compared isomer or geometry (same formula, charge and spin)   13.4 kcal/mol

Element x y z (Å)
C (-6.261, -0.816, 0.139)
O (-5.095, -0.021, -0.016)
C (-3.925, -0.682, 0.137)
O (-3.857, -1.857, 0.389)
C (-2.801, 0.233, -0.042)
C (-2.782, 1.583, -0.307)
C (-1.431, 1.956, -0.374)
C (-0.719, 0.798, -0.146)
N (0.650, 0.644, -0.098)
C (1.342, -0.552, -0.006)
O (0.800, -1.628, 0.014)
C (2.820, -0.376, 0.040)
C (3.604, -1.397, -0.491)
C (4.983, -1.304, -0.471)
C (5.593, -0.197, 0.095)
C (4.820, 0.812, 0.648)
C (3.440, 0.728, 0.621)
O (-1.530, -0.234, 0.055)
H (-6.288, -1.261, 1.137)
H (-7.105, -0.147, -0.005)
H (-6.276, -1.619, -0.601)
H (-3.640, 2.211, -0.433)
H (-1.031, 2.931, -0.564)
H (1.177, 1.496, -0.219)
H (3.109, -2.257, -0.917)
H (5.583, -2.096, -0.893)
H (6.670, -0.122, 0.115)
H (5.296, 1.666, 1.107)
H (2.854, 1.508, 1.087)

Cartesian forces (eV/Å) of the 3 atoms listed first:
C -0.1385 -0.3206 0.0704
O 0.3433 0.2844 -0.0603
C -0.0570 -0.2284 0.0530


# 6
Formula: C13H12BCl4NO
Source: the Open Molecules 2025 dataset
Level of theory: ωB97M-V/def2-TZVPD

Summary:
Charge   0
Frontier orbital gap   0.2918 Eh
HOMO level   -0.3498 Eh

Element x y z (Å)
Cl (-4.780, -1.629, -0.215)
B (-3.461, -0.603, -1.079)
Cl (-3.774, -0.590, -2.916)
Cl (-3.406, 1.151, -0.436)
O (-2.157, -1.269, -0.766)
C (-0.965, -0.915, -1.072)
C (0.101, -1.904, -1.105)
C (1.275, -1.608, -1.823)
C (2.353, -2.481, -1.810)
C (2.267, -3.691, -1.106)
Cl (3.659, -4.685, -0.963)
C (1.058, -4.051, -0.489)
C (-0.028, -3.181, -0.507)
H (-0.759, 0.117, -1.384)
H (1.290, -0.725, -2.454)
H (3.275, -2.238, -2.325)
H (0.999, -5.018, 0.002)
H (-0.996, -3.503, -0.136)
C (0.421, 4.564, 0.785)
C (0.289, 3.131, 1.176)
C (0.552, 2.780, 2.491)
C (0.439, 1.456, 2.865)
C (0.091, 0.524, 1.871)
N (-0.171, 0.850, 0.607)
C (-0.092, 2.132, 0.259)
H (0.167, 4.712, -0.270)
H (-0.247, 5.172, 1.415)
H (1.451, 4.907, 0.967)
H (0.833, 3.569, 3.178)
H (0.619, 1.133, 3.883)
H (0.034, -0.525, 2.128)
H (-0.335, 2.418, -0.770)

Cartesian forces (eV/Å) of the 3 atoms listed first:
Cl 0.7186 0.4411 -0.2751
B -1.2756 0.6265 0.1290
Cl 0.4237 -0.1237 0.4272


# 7
Formula: C13H12BF4N3O12P2Zr
Source: the Open Molecules 2025 dataset
Level of theory: ωB97M-V/def2-TZVPD

Summary:
Charge   0
Frontier orbital gap   0.2995 Eh
HOMO level   -0.3291 Eh
Energy relative to the best compared isomer or geometry (same formula, charge and spin)   37.7 kcal/mol

Element x y z (Å)
Zr (-0.078, 0.440, -0.254)
C (3.897, 1.020, 2.709)
C (2.738, 0.154, 2.259)
O (2.698, -1.026, 3.010)
P (1.120, 1.031, 2.498)
O (0.873, 0.953, 4.059)
O (1.236, 2.580, 2.248)
O (-0.057, 0.375, 1.813)
P (2.711, -0.119, 0.426)
O (1.649, -1.406, 0.448)
O (3.918, -0.445, -0.321)
O (1.812, 1.062, 0.020)
H (3.814, 1.194, 3.782)
H (3.868, 1.969, 2.174)
H (4.836, 0.509, 2.498)
H (2.154, -1.682, 2.555)
H (-0.002, 0.631, 4.291)
H (0.861, 2.889, 1.407)
H (1.940, -2.102, -0.158)
O (-0.822, -1.386, -0.233)
N (-1.813, -1.086, 0.593)
C (-2.611, -2.021, 1.006)
C (-2.550, -3.406, 0.687)
N (-2.497, -4.530, 0.467)
C (-3.648, -1.629, 1.892)
N (-4.471, -1.319, 2.627)
O (-1.979, 1.223, -0.534)
C (-1.696, 2.396, -0.155)
O (-0.526, 2.600, 0.293)
C (-2.694, 3.472, -0.306)
C (-3.721, 3.271, -1.226)
C (-4.661, 4.257, -1.497)
C (-4.548, 5.438, -0.798)
O (-5.322, 6.551, -0.884)
C (-4.797, 7.467, 0.057)
O (-3.683, 6.881, 0.702)
C (-3.536, 5.636, 0.154)
C (-2.585, 4.678, 0.406)
H (-3.749, 2.328, -1.749)
H (-5.444, 4.116, -2.225)
H (-5.566, 7.718, 0.803)
H (-4.483, 8.385, -0.461)
H (-1.804, 4.825, 1.132)
F (1.048, -0.490, -2.020)
B (0.190, 0.378, -2.785)
F (0.293, 1.636, -2.080)
F (-1.093, -0.081, -2.504)
F (0.500, 0.466, -4.064)

Cartesian forces (eV/Å) of the 3 atoms listed first:
Zr -1.0541 -0.0121 -0.5295
C -0.0677 0.0334 -0.0146
C -0.5237 0.1593 -0.4765


# 8
Formula: C13H12BN
Source: the Open Molecules 2025 dataset
Level of theory: ωB97M-V/def2-TZVPD

Summary:
Charge   0
Frontier orbital gap   0.2568 Eh
HOMO level   -0.3016 Eh
Energy relative to the best compared isomer or geometry (same formula, charge and spin)   14.8 kcal/mol

Element x y z (Å)
B (1.260, 0.090, -0.813)
C (2.579, -1.533, 1.877)
C (-1.199, 0.694, 3.027)
C (-2.477, -2.377, -1.123)
C (2.603, -1.324, 0.686)
C (-1.676, 1.049, 1.993)
C (-1.525, -2.220, -0.365)
C (1.629, 1.296, -1.805)
C (0.693, 2.237, -1.970)
C (-0.532, 2.183, -1.222)
C (-0.807, 1.284, -0.239)
C (2.430, -1.035, -0.688)
C (-2.035, 1.176, 0.569)
C (-0.705, -1.735, 0.614)
N (0.007, 0.160, -0.274)
H (2.734, -1.745, 2.905)
H (-0.785, 0.441, 3.979)
H (-3.429, -2.626, -1.343)
H (2.414, 1.388, -2.518)
H (0.980, 3.091, -2.594)
H (-1.288, 3.065, -1.280)
H (2.031, -1.855, -1.321)
H (3.341, -0.698, -1.107)
H (-2.701, 2.078, 0.431)
H (-2.605, 0.206, 0.348)
H (0.220, -2.229, 0.890)
H (-1.156, -1.064, 1.344)

Cartesian forces (eV/Å) of the 3 atoms listed first:
B 2.6158 1.4116 -2.4283
C 0.4588 0.1177 -0.7786
C 0.1933 0.0713 1.0513


Look up the charge of the fifth one. 0


Copy entry 6 word for word.
Formula: C13H12BCl4NO
Source: the Open Molecules 2025 dataset
Level of theory: ωB97M-V/def2-TZVPD

Summary:
Charge   0
Frontier orbital gap   0.2918 Eh
HOMO level   -0.3498 Eh

Element x y z (Å)
Cl (-4.780, -1.629, -0.215)
B (-3.461, -0.603, -1.079)
Cl (-3.774, -0.590, -2.916)
Cl (-3.406, 1.151, -0.436)
O (-2.157, -1.269, -0.766)
C (-0.965, -0.915, -1.072)
C (0.101, -1.904, -1.105)
C (1.275, -1.608, -1.823)
C (2.353, -2.481, -1.810)
C (2.267, -3.691, -1.106)
Cl (3.659, -4.685, -0.963)
C (1.058, -4.051, -0.489)
C (-0.028, -3.181, -0.507)
H (-0.759, 0.117, -1.384)
H (1.290, -0.725, -2.454)
H (3.275, -2.238, -2.325)
H (0.999, -5.018, 0.002)
H (-0.996, -3.503, -0.136)
C (0.421, 4.564, 0.785)
C (0.289, 3.131, 1.176)
C (0.552, 2.780, 2.491)
C (0.439, 1.456, 2.865)
C (0.091, 0.524, 1.871)
N (-0.171, 0.850, 0.607)
C (-0.092, 2.132, 0.259)
H (0.167, 4.712, -0.270)
H (-0.247, 5.172, 1.415)
H (1.451, 4.907, 0.967)
H (0.833, 3.569, 3.178)
H (0.619, 1.133, 3.883)
H (0.034, -0.525, 2.128)
H (-0.335, 2.418, -0.770)

Cartesian forces (eV/Å) of the 3 atoms listed first:
Cl 0.7186 0.4411 -0.2751
B -1.2756 0.6265 0.1290
Cl 0.4237 -0.1237 0.4272